Molecular formula: C37H31Cl3HfN5O4PS3
Method: DFT, wB97M-V/def2-TZVPD

Computed properties:
- F_max (Eh/bohr) = 0.014
- HOMO-LUMO gap (eV) = 8.14
- net charge = 0
- relative energy (zero: lowest compared OMol25 entry of this formula, charge and spin) (kJ/mol) = 14.4
- E (Eh) = -4968.0012

Geometry as XYZ:
```
85
Properties=species:S:1:pos:R:3:forces:R:3:lowdin_charge:R:1
Hf 0.7573 0.6346 0.8184 0.082 -0.329 0.411 1.547
N -0.0329 -6.6596 -0.2701 0.014 0.015 -0.007 0.107
C 0.6166 -5.4633 -0.5369 -0.008 0.005 -0.012 -0.325
C 2.0079 -5.3727 -0.4483 -0.016 -0.005 0.002 -0.023
C 2.6502 -4.1752 -0.7002 -0.043 -0.042 0.026 -0.063
C 1.9016 -3.0653 -1.0657 0.059 0.068 -0.042 -0.297
C 0.5207 -3.1518 -1.2007 0.002 0.019 0.003 -0.075
C -0.1182 -4.3426 -0.9399 -0.023 -0.057 0.007 -0.041
S 2.6860 -1.5126 -1.2519 0.155 -0.080 0.105 0.609
O 1.9148 -0.7249 -2.1894 -0.037 0.047 -0.113 -0.373
O 4.0762 -1.7235 -1.5325 0.063 0.042 0.051 -0.282
N 2.4674 -0.7381 0.1643 -0.110 -0.150 -0.528 -0.203
C 2.9039 -1.2065 1.3525 0.072 -0.204 0.684 -0.475
N 3.6632 -2.2811 1.5597 0.040 0.020 -0.350 0.161
C 3.9031 -2.5950 2.8254 -0.014 -0.016 -0.003 -0.104
C 3.3981 -1.8869 3.9052 0.052 -0.060 0.035 -0.042
C 2.6152 -0.7926 3.5983 -0.100 0.162 0.102 -0.098
N 2.3914 -0.4408 2.3445 -0.163 0.113 -0.449 0.020
H 0.4753 -7.3021 0.3156 0.003 -0.001 0.000 0.089
H -0.9957 -6.5665 0.0117 -0.001 0.010 0.005 0.089
H 2.5807 -6.2456 -0.1577 0.005 0.010 0.003 0.111
H 3.7221 -4.0806 -0.5972 -0.023 -0.017 -0.018 0.109
H -0.0435 -2.2749 -1.4913 0.000 -0.014 0.000 0.076
H -1.1975 -4.4094 -1.0123 0.010 0.011 -0.003 0.106
H 4.5222 -3.4725 2.9808 0.005 0.007 0.018 0.114
H 3.5902 -2.1841 4.9244 0.003 0.010 -0.005 0.102
H 2.1478 -0.1787 4.3613 0.003 -0.015 0.001 0.124
Cl 0.8894 5.2460 6.7541 -0.004 0.014 0.020 0.664
C 0.6431 4.0284 5.5414 -0.032 -0.037 -0.022 -0.677
C 1.5448 3.9127 4.5005 0.083 0.039 -0.028 -0.128
C 1.3258 2.9319 3.5533 -0.056 -0.036 0.012 -0.556
Cl 2.3879 2.7751 2.1815 0.059 0.107 -0.044 0.786
C 0.2425 2.0445 3.5880 -0.028 0.015 0.022 -0.478
O 0.0695 1.1169 2.6870 0.052 0.216 -0.021 -0.295
C -0.6498 2.2187 4.6595 0.029 -0.045 -0.018 -0.580
Cl -2.0182 1.1691 4.7436 -0.024 -0.002 0.023 0.724
C -0.4569 3.1888 5.6242 -0.011 0.018 0.035 -0.125
H 2.3976 4.5726 4.4256 -0.014 -0.005 0.004 0.109
H -1.1634 3.2891 6.4359 0.002 -0.004 -0.006 0.108
C -4.5938 -2.1691 0.7220 0.000 0.014 -0.004 -0.083
C -4.2745 -0.9115 1.2133 -0.012 -0.021 0.015 -0.071
C -3.3358 -0.1243 0.5632 0.035 0.008 -0.047 -0.083
C -2.7092 -0.5892 -0.5906 0.004 -0.028 0.006 -0.376
C -3.0308 -1.8558 -1.0774 -0.002 0.018 0.029 -0.112
C -3.9723 -2.6393 -0.4263 0.027 0.017 -0.027 -0.082
P -1.3151 0.3246 -1.3295 0.048 -0.031 0.009 1.054
C -1.6345 0.1879 -3.1202 0.050 0.061 -0.034 -0.346
C -0.5621 0.0902 -4.0057 -0.130 -0.030 0.006 -0.088
C -0.7905 0.0597 -5.3763 0.020 -0.007 0.013 -0.076
C -2.0838 0.1256 -5.8707 -0.004 0.006 0.018 -0.085
C -3.1576 0.2148 -4.9930 0.007 0.003 -0.020 -0.078
C -2.9347 0.2446 -3.6261 -0.007 -0.004 0.014 -0.101
C -1.5629 2.0509 -0.8650 0.151 -0.089 0.046 -0.444
C -2.4417 2.9745 -1.4229 -0.072 0.102 -0.013 -0.074
C -2.4724 4.2614 -0.9112 -0.023 -0.070 -0.049 -0.085
C -1.6467 4.5925 0.1605 0.056 -0.006 0.071 -0.091
C -0.7859 3.6510 0.7101 -0.093 0.020 0.074 -0.137
C -0.6963 2.3438 0.2027 -0.159 0.173 -0.084 -0.304
H -5.3217 -2.7847 1.2345 0.005 0.005 0.006 0.103
H -4.7501 -0.5442 2.1137 0.004 0.006 -0.005 0.105
H -3.0752 0.8473 0.9666 -0.009 -0.002 0.005 0.104
H -2.5449 -2.2287 -1.9730 -0.018 -0.014 0.005 0.105
H -4.2183 -3.6203 -0.8137 0.006 0.005 -0.004 0.103
H 0.4418 0.0040 -3.6168 0.053 -0.009 0.008 0.064
H 0.0466 -0.0299 -6.0573 -0.001 0.000 0.005 0.104
H -2.2593 0.0975 -6.9387 0.003 -0.003 0.004 0.102
H -4.1694 0.2564 -5.3760 0.003 0.002 0.009 0.104
H -3.7754 0.2960 -2.9441 0.004 0.003 -0.009 0.109
H -3.0884 2.6948 -2.2475 0.026 0.018 0.004 0.100
H -3.1404 5.0026 -1.3320 0.001 -0.007 -0.004 0.101
H -1.6791 5.5969 0.5685 -0.002 -0.017 0.003 0.103
H -0.1732 3.9538 1.5542 0.008 0.019 -0.021 0.078
S -0.6271 -3.5675 2.6033 -0.023 -0.212 0.135 0.612
C -0.4166 -2.2053 1.8097 -0.089 0.252 -0.214 -0.920
N -0.2669 -1.1984 1.2095 0.144 0.024 0.050 -0.067
C 3.1455 2.1456 -2.9147 -0.081 -0.072 0.004 -0.214
S 1.6637 2.4472 -1.9656 0.051 -0.071 -0.161 0.911
C 1.8871 4.1883 -1.6409 -0.041 -0.035 0.002 -0.215
O 1.9787 1.7767 -0.6363 -0.037 0.088 0.230 -0.701
H 4.0092 2.5677 -2.4043 -0.017 0.003 0.033 0.071
H 3.0153 2.5787 -3.9066 0.000 0.019 0.021 0.068
H 3.2227 1.0613 -2.9792 0.028 0.009 -0.043 0.040
H 1.8691 4.7238 -2.5903 0.003 -0.017 0.004 0.068
H 2.8374 4.3251 -1.1266 -0.003 0.023 0.004 0.068
H 1.0532 4.5014 -1.0159 0.001 0.019 0.007 0.040
```
Forces are in eV/Å.

Molecular formula: C37H31CoN5O2Te
Method: DFT, wB97M-V/def2-TZVPD

Computed properties:
- F_max (Eh/bohr) = 0.017
- HOMO-LUMO gap (spin up / spin down) (eV) = 7.77 / 7.81
- net charge = 0
- spin multiplicity = 2
- relative energy (zero: lowest compared OMol25 entry of this formula, charge and spin) (kJ/mol) = 0.0
- E (Eh) = -3503.5960

Geometry as XYZ:
```
77
Properties=species:S:1:pos:R:3:forces:R:3:lowdin_charge:R:1
Co -0.1534 0.1239 0.1978 -0.065 0.283 0.841 0.628
C 1.7198 5.4954 -3.7974 0.105 0.115 -0.095 -0.053
C 1.0429 4.3958 -3.0343 -0.075 -0.177 0.117 -0.257
C -0.3402 4.4114 -2.8133 0.235 -0.186 0.043 0.022
C -0.9705 3.4160 -2.0955 0.119 0.061 -0.066 -0.083
C -2.4621 3.3774 -2.0258 -0.046 -0.163 -0.049 -0.299
O -3.0662 2.3622 -2.3054 -0.011 0.072 -0.002 0.105
C -3.1917 4.6307 -1.6686 0.004 -0.006 0.041 -0.152
C -4.5198 4.7654 -2.0641 0.031 0.013 0.015 -0.015
C -5.2296 5.9026 -1.7243 -0.055 -0.014 -0.025 -0.074
C -4.6236 6.9023 -0.9746 -0.002 0.043 0.023 -0.082
C -3.3069 6.7653 -0.5628 0.024 -0.026 -0.011 -0.073
C -2.5881 5.6323 -0.9146 -0.070 0.016 -0.004 -0.027
C -0.2219 2.3648 -1.5088 0.275 0.010 -0.068 -0.260
O -0.8341 1.5697 -0.6944 -0.089 -0.290 -0.309 -0.108
C 1.1691 2.2706 -1.8206 -0.394 0.281 -0.004 -0.063
C 1.7597 3.3171 -2.5510 -0.195 0.164 -0.082 0.024
C 1.9717 1.1153 -1.4668 -0.200 -0.513 0.211 -0.156
N 1.5223 0.1149 -0.7628 0.261 0.490 -0.157 0.030
C 2.3734 -1.0700 -0.5752 0.223 -0.018 0.039 -0.292
C 1.5594 -2.3420 -0.4718 -0.067 -0.115 -0.141 -0.534
Te 2.8355 -4.0565 -0.5088 0.006 -0.097 0.095 1.285
C 3.4632 -3.6542 -2.4786 0.051 0.049 -0.058 -0.580
C 4.7222 -3.1107 -2.7139 0.035 -0.007 0.056 -0.152
C 5.1235 -2.8038 -4.0062 0.022 -0.005 -0.015 -0.099
C 4.2660 -3.0264 -5.0713 0.017 0.004 -0.026 -0.092
C 3.0075 -3.5638 -4.8437 -0.007 0.008 -0.056 -0.088
C 2.6106 -3.8829 -3.5546 -0.069 -0.022 0.047 -0.148
C 3.3642 1.0633 -2.0083 0.070 -0.055 0.037 -0.224
C 4.4434 1.2978 -1.1642 -0.026 0.004 -0.015 -0.021
C 5.7375 1.2193 -1.6557 -0.005 0.008 0.010 -0.062
C 5.9566 0.9012 -2.9877 0.023 0.004 -0.008 -0.080
C 4.8803 0.6669 -3.8307 0.007 0.023 -0.001 -0.079
C 3.5854 0.7519 -3.3448 -0.015 0.000 0.000 -0.029
H 1.0136 6.2816 -4.0619 -0.003 0.006 -0.001 0.074
H 2.1644 5.1243 -4.7227 0.006 0.011 -0.007 0.081
H 2.5190 5.9505 -3.2102 0.004 0.012 -0.009 0.081
H -0.9371 5.2132 -3.2321 -0.008 0.050 -0.001 0.130
H -4.9750 3.9673 -2.6343 -0.004 -0.012 -0.008 0.117
H -6.2591 6.0109 -2.0386 -0.013 0.009 -0.006 0.104
H -5.1826 7.7893 -0.7075 -0.012 0.019 0.009 0.103
H -2.8385 7.5374 0.0322 -0.001 0.022 0.017 0.104
H -1.5644 5.5145 -0.5874 0.044 0.008 0.001 0.118
H 2.8238 3.2756 -2.7419 0.017 0.026 -0.027 0.124
H 2.9853 -0.9383 0.3226 -0.069 -0.038 -0.007 0.123
H 3.0554 -1.1631 -1.4232 -0.010 0.029 0.094 0.089
H 0.8835 -2.4475 -1.3212 -0.021 0.040 0.007 0.045
H 0.9814 -2.4047 0.4457 0.024 0.011 0.041 0.008
H 5.3890 -2.9208 -1.8828 0.012 0.008 0.013 0.093
H 6.1052 -2.3827 -4.1770 0.029 0.008 0.002 0.103
H 4.5783 -2.7862 -6.0788 0.007 0.006 -0.032 0.103
H 2.3380 -3.7450 -5.6741 -0.025 -0.007 -0.016 0.102
H 1.6335 -4.3166 -3.3832 -0.022 -0.012 0.004 0.091
H 4.2699 1.5426 -0.1240 -0.011 -0.008 0.033 0.129
H 6.5737 1.4046 -0.9957 0.023 0.005 0.015 0.108
H 6.9669 0.8369 -3.3686 0.024 0.001 -0.011 0.105
H 5.0485 0.4180 -4.8693 -0.003 -0.016 -0.033 0.106
H 2.7430 0.5725 -4.0010 -0.027 -0.009 -0.012 0.130
N 3.2063 -1.8500 5.0302 0.170 -0.093 0.046 0.085
C 2.2343 -1.3677 4.6343 0.174 -0.061 0.097 -0.412
N 1.1046 -0.7934 4.2708 -0.197 0.140 0.237 0.068
C 0.7548 -0.7221 3.0599 -0.248 -0.017 -0.648 -0.327
N 0.3284 -0.6307 1.9692 0.058 -0.079 -0.274 0.082
C -3.8176 -4.4196 -2.1034 -0.029 -0.020 -0.005 -0.037
C -3.0531 -3.2812 -1.4997 0.008 0.011 -0.031 -0.253
C -2.6819 -3.2796 -0.1617 0.021 0.071 0.023 -0.004
C -1.9526 -2.2192 0.3440 -0.033 -0.072 -0.026 -0.105
N -1.5879 -1.1792 -0.4079 0.092 -0.057 0.059 -0.007
C -1.9631 -1.1546 -1.6930 -0.116 0.087 0.036 -0.084
C -2.6856 -2.1792 -2.2687 0.020 0.039 0.073 -0.003
H -4.0928 -5.1573 -1.3532 -0.006 -0.013 0.018 0.079
H -3.2197 -4.9172 -2.8676 0.015 -0.003 -0.014 0.090
H -4.7269 -4.0591 -2.5841 -0.019 0.005 -0.012 0.089
H -2.9501 -4.1005 0.4883 -0.005 -0.024 0.021 0.117
H -1.6285 -2.1887 1.3761 0.018 -0.038 0.005 0.105
H -1.6851 -0.2671 -2.2464 -0.003 0.003 -0.028 0.115
H -2.9663 -2.1126 -3.3109 0.003 0.002 -0.025 0.121
```
Forces are in eV/Å.

Molecular formula: C37H31F3InN3O2P2
Method: DFT, wB97M-V/def2-TZVPD

Computed properties:
- F_max (Eh/bohr) = 0.059
- HOMO-LUMO gap (eV) = 8.42
- net charge = +2
- relative energy (zero: lowest compared OMol25 entry of this formula, charge and spin) (kJ/mol) = 0.0
- E (Eh) = -2915.3115

Geometry as XYZ:
```
79
Properties=species:S:1:pos:R:3:forces:R:3:lowdin_charge:R:1
In 10.5577 15.4311 9.9969 1.096 0.187 -0.117 0.765
N 7.5010 15.1382 9.6085 -1.428 -0.159 0.245 -0.112
P 8.2945 16.5058 10.1319 -0.374 1.330 0.296 0.983
C 7.6819 16.9258 11.7568 -0.993 -0.541 0.766 -0.338
C 8.5056 16.7706 12.8704 0.664 0.010 -0.394 -0.085
C 8.0419 17.1270 14.1288 0.975 -0.964 0.197 -0.051
C 6.7515 17.5387 14.3228 -0.163 0.394 -0.205 -0.044
C 5.8746 17.6023 13.2628 -0.621 -0.168 -0.844 -0.055
C 6.3215 17.2594 12.0054 0.187 0.632 -1.932 -0.069
C 7.8189 17.8120 8.9482 -0.425 0.072 -1.023 -0.326
C 6.8199 17.5642 7.9406 0.977 0.176 0.994 -0.061
C 6.5364 18.5056 6.9496 0.954 -0.056 0.763 -0.042
C 7.2930 19.6763 6.9888 0.267 0.738 -0.725 -0.058
C 8.2594 19.9695 7.9552 -0.149 -0.421 0.520 -0.052
C 8.5268 19.0235 8.9519 -0.395 0.167 0.234 -0.094
C 7.9987 14.3297 8.6111 -0.521 -1.809 -1.191 -0.386
C 7.1208 13.4692 7.8975 0.268 0.908 0.031 0.020
C 7.6073 12.6450 6.9174 0.402 0.086 0.176 -0.011
C 8.9719 12.6670 6.6241 0.511 -1.403 -0.837 -0.039
C 9.7731 13.4362 7.3878 -0.061 1.181 0.920 -0.113
N 9.3020 14.2675 8.3669 0.217 0.319 0.095 0.013
H 6.4738 15.1380 9.7145 0.834 -0.250 -0.104 0.142
H 9.5362 16.3943 12.7620 -0.453 0.334 0.064 0.093
H 8.7203 16.9532 14.9577 -0.148 0.357 0.068 0.123
H 6.4130 17.8800 15.2638 -0.168 0.061 1.015 0.114
H 4.8323 17.9159 13.3622 0.430 -0.094 0.206 0.128
H 5.6367 17.3930 11.1325 0.537 -0.201 0.799 0.125
H 6.3112 16.6193 8.0136 -0.283 -0.158 -0.370 0.085
H 5.8307 18.3623 6.1313 0.063 -0.170 0.465 0.123
H 7.1481 20.3913 6.1779 -0.054 -0.026 0.297 0.121
H 8.7883 20.9298 7.9851 -0.304 -0.436 -0.246 0.125
H 9.2071 19.2691 9.7829 -0.130 -0.197 -0.541 0.127
H 6.0660 13.5861 8.0382 -0.461 -0.245 0.294 0.119
H 6.9753 11.9545 6.3997 -0.459 -0.067 -0.273 0.124
H 9.4575 12.0045 5.8678 -0.735 0.668 0.664 0.144
H 10.8339 13.4593 7.2679 0.531 -0.066 -0.140 0.109
O 13.6666 16.0509 12.7864 0.395 -0.036 0.539 0.127
C 12.8495 15.5458 12.0835 -0.343 -0.599 -0.872 -0.646
O 11.9362 16.2122 11.4127 -0.220 -0.037 0.003 -0.209
C 12.9093 13.9700 11.8319 1.612 0.486 0.759 -0.224
P 11.4801 13.3106 11.0606 -1.008 0.337 -0.666 1.006
C 11.8372 12.0519 9.8133 -1.030 -0.656 -0.464 -0.320
C 12.8688 12.3486 8.9173 -0.353 -0.092 -0.116 -0.106
C 13.0141 11.5933 7.7603 -0.482 -1.140 0.633 -0.048
C 12.1603 10.4920 7.5713 0.659 0.244 -1.554 -0.049
C 11.1088 10.2160 8.4196 0.165 0.010 -0.370 -0.071
C 10.9110 10.9990 9.5152 2.537 1.507 0.749 -0.076
C 10.2407 12.9314 12.3187 0.509 -0.746 0.339 -0.333
C 9.0722 12.3419 11.8156 0.021 0.650 -0.054 -0.124
C 8.0756 11.9931 12.6803 -1.571 -0.580 0.530 -0.068
C 8.2054 12.2100 14.0324 0.024 -0.431 1.025 -0.059
C 9.3380 12.7940 14.5454 1.025 0.089 0.015 -0.058
C 10.4065 13.1213 13.7167 -0.226 0.494 -0.942 -0.041
H 13.0301 13.4460 12.7936 0.147 0.354 -0.168 0.104
H 13.8571 13.7500 11.2721 -0.912 0.249 0.341 0.123
H 13.5534 13.1598 9.1077 0.116 0.191 0.037 0.105
H 13.8341 11.7500 7.0794 0.063 0.164 -0.082 0.117
H 12.3213 9.8568 6.6843 -0.089 0.349 0.547 0.128
H 10.4392 9.3998 8.2465 -0.097 -0.466 -0.165 0.119
H 10.2780 10.6810 10.2751 -1.474 -0.276 0.973 0.081
H 8.9007 12.2054 10.7581 0.189 0.029 -0.149 0.091
H 7.1222 11.5311 12.4066 0.534 0.102 -0.547 0.126
H 7.4832 11.8170 14.7471 -0.160 0.314 -0.365 0.127
H 9.4723 12.9328 15.6047 -0.157 0.031 0.210 0.118
H 11.2892 13.5934 14.1679 -0.276 -0.335 -0.429 0.122
F 12.1296 19.7604 4.6399 0.406 0.215 0.147 0.143
C 12.4387 20.1448 5.8973 -0.740 -1.286 -0.131 -0.589
F 13.7136 20.4810 5.9665 0.140 -0.022 -0.009 0.191
F 11.6938 21.2117 6.1646 -0.124 0.272 0.312 0.176
C 12.0873 18.9614 6.8451 0.186 1.333 -0.111 -0.042
C 11.0443 18.1088 6.4824 0.686 1.260 -0.261 0.027
C 10.7207 17.1345 7.3663 -0.623 -0.919 0.272 -0.123
N 11.4231 16.9364 8.5054 -0.602 -0.729 0.166 -0.013
C 12.4029 17.7747 8.8629 0.024 0.408 0.057 -0.061
C 12.7161 18.8740 8.0831 -1.002 -1.060 -1.241 0.063
H 10.4845 18.3288 5.5796 0.059 -0.406 0.075 0.143
H 9.8387 16.5015 7.1493 0.777 0.191 0.425 0.120
H 12.9306 17.6157 9.7979 -0.323 -0.256 0.001 0.126
H 13.4046 19.6081 8.3857 0.945 0.605 0.378 0.127
```
Forces are in eV/Å.